(1)
The following is a quantum chemistry calculation of C39H56Cl45NO3Sb as an isolated structure at a distorted geometry, from the Open Molecules 2025 dataset.

Calculated values
lowest unoccupied orbital energy = 1.39 eV
HOMO-LUMO gap = 0.216 Eh
calculated total energy = -22748.82948 a.u.
multiplicity = 1
net charge = -1

Each line ends with the Mulliken charge.
Positions of all 145 atoms, in Å:
C -5.64 1.01 -1.21  -1.198
C -5.07 0.98 0.23  -0.184
C -3.82 0.10 0.40  -0.074
C -3.95 -1.30 -0.20  -0.303
C -3.04 -2.37 0.41  -1.182
Sb -0.84 -2.10 0.12  0.583
C -0.47 -1.86 2.33  -1.363
C 0.66 -2.67 2.86  0.805
N 1.42 -2.32 3.82  -0.890
C -1.20 -2.17 -2.09  -1.932
C -1.24 -0.75 -2.63  0.444
C -0.86 -0.60 -4.13  -1.340
C -0.17 0.74 -4.31  0.815
C -0.94 1.89 -4.43  -0.865
C -0.30 3.12 -4.55  -0.012
C 1.08 3.18 -4.53  -0.112
C 1.85 2.03 -4.43  -0.745
C 1.22 0.79 -4.31  -1.268
C 1.33 -1.63 -0.39  -0.296
C 2.38 -2.62 -0.14  0.316
O 2.61 -3.56 -0.87  -0.649
O 3.19 -2.43 0.97  -0.248
C 4.02 -3.50 1.23  0.707
C 3.42 -4.70 1.89  -0.666
O 5.19 -3.42 0.97  -0.622
C -0.58 -4.29 0.22  -1.963
C -1.43 -4.98 1.33  1.906
C -0.54 -5.86 2.27  -1.091
C -2.42 -5.95 0.65  -1.907
H -5.61 2.03 -1.59  0.295
H -5.07 0.40 -1.90  0.322
H -6.70 0.72 -1.18  0.317
H -4.74 2.01 0.44  0.430
H -5.83 0.77 0.98  -0.202
H -3.58 0.02 1.46  0.074
H -2.99 0.65 -0.05  0.123
H -3.86 -1.30 -1.29  0.224
H -4.98 -1.62 -0.01  0.389
H -3.26 -2.44 1.48  0.371
H -3.29 -3.32 -0.07  0.216
H -1.10 -0.36 0.08  -0.165
H -0.40 -0.80 2.59  0.766
H -1.39 -2.23 2.80  0.297
H 0.90 -3.62 2.37  -0.187
H 1.10 -1.41 4.16  0.262
H -0.37 -2.72 -2.56  0.563
H -2.11 -2.74 -2.28  0.602
H -2.20 -0.25 -2.47  -0.082
H -0.51 -0.16 -2.07  0.318
H -0.22 -1.41 -4.46  0.495
H -1.78 -0.62 -4.71  0.482
H -2.02 1.82 -4.43  0.436
H -0.91 4.02 -4.66  0.348
H 1.58 4.14 -4.60  0.306
H 2.93 2.06 -4.42  0.451
H 1.78 -0.13 -4.21  0.849
H 1.58 -0.72 0.16  0.496
H 1.39 -1.37 -1.44  0.043
H 4.18 -5.45 2.05  0.397
H 2.87 -4.42 2.79  0.135
H 2.69 -5.12 1.18  0.207
H 0.44 -4.65 0.34  0.445
H -0.93 -4.69 -0.73  0.658
H -1.93 -4.27 1.99  -0.135
H 0.52 -5.81 2.03  0.128
H -0.92 -6.88 2.30  0.232
H -0.63 -5.48 3.29  0.309
H -1.81 -6.78 0.28  0.503
H -2.88 -5.51 -0.24  0.412
H -3.14 -6.38 1.34  0.337
C 5.97 -0.10 0.70  0.997
Cl 7.74 -0.26 0.64  -0.164
Cl 5.50 1.01 1.99  -0.141
Cl 5.34 0.44 -0.85  -0.110
H 5.55 -1.08 0.92  -0.620
C 8.33 3.71 0.40  0.620
Cl 10.09 3.54 0.34  -0.134
Cl 7.86 4.82 1.69  -0.072
Cl 7.70 4.26 -1.15  -0.109
H 7.91 2.74 0.62  -0.300
C -0.96 7.80 -4.41  0.655
Cl -0.68 6.06 -4.46  -0.148
Cl -2.46 8.22 -5.23  -0.139
Cl -0.97 8.38 -2.74  -0.154
H -0.14 8.30 -4.93  -0.321
C -4.09 -9.63 -0.84  0.094
Cl -5.62 -8.80 -0.56  -0.119
Cl -3.10 -8.74 -2.00  -0.122
Cl -3.22 -9.86 0.67  -0.084
H -4.31 -10.60 -1.26  0.204
C 9.90 8.73 0.92  -0.079
Cl 8.31 9.45 0.62  -0.124
Cl 10.45 9.08 2.56  -0.088
Cl 9.85 6.99 0.65  -0.036
H 10.61 9.17 0.23  0.332
C 9.63 7.16 6.07  -0.127
Cl 8.86 6.34 4.72  -0.023
Cl 11.38 6.96 6.01  -0.123
Cl 9.19 8.87 6.10  -0.103
H 9.27 6.71 6.99  0.382
C 0.95 10.97 -6.56  0.009
Cl 1.26 9.24 -6.65  -0.132
Cl -0.56 11.38 -7.38  -0.104
Cl 0.92 11.52 -4.89  -0.104
H 1.76 11.48 -7.07  0.330
C 0.75 -7.89 5.70  -0.054
Cl 0.02 -7.73 7.30  -0.143
Cl -0.34 -8.76 4.61  -0.116
Cl 1.18 -6.31 5.04  -0.030
H 1.66 -8.47 5.80  0.313
C 6.62 11.91 3.45  -0.016
Cl 7.72 10.74 4.18  -0.031
Cl 6.53 13.38 4.43  -0.140
Cl 7.13 12.29 1.80  -0.122
H 5.64 11.47 3.41  0.298
C -3.82 8.82 -0.39  0.558
Cl -4.16 7.20 0.19  -0.105
Cl -5.32 9.65 -0.83  -0.135
Cl -2.92 9.75 0.80  -0.136
H -3.21 8.74 -1.28  -0.178
C -8.24 -6.85 -3.52  0.020
Cl -6.55 -7.12 -3.12  -0.045
Cl -9.27 -8.02 -2.67  -0.138
Cl -8.72 -5.20 -3.12  -0.118
H -8.37 -7.00 -4.58  0.286
C -6.01 -0.24 4.13  -0.145
Cl -7.19 -0.57 2.86  -0.129
Cl -4.47 -0.99 3.73  -0.011
Cl -5.83 1.49 4.38  -0.110
H -6.38 -0.68 5.06  0.391
C -3.64 -14.08 1.43  0.009
Cl -2.07 -14.80 1.07  -0.125
Cl -3.54 -13.05 2.85  -0.107
Cl -4.25 -13.18 0.04  -0.091
H -4.34 -14.88 1.65  0.316
C 1.85 -0.97 -8.29  -0.014
Cl 0.57 -2.14 -8.63  -0.142
Cl 1.86 0.32 -9.50  -0.150
Cl 1.68 -0.31 -6.66  0.060
H 2.80 -1.49 -8.35  0.299
C -5.64 4.05 7.88  -0.001
Cl -7.38 3.92 7.59  -0.120
Cl -4.92 2.45 8.04  -0.098
Cl -4.86 4.96 6.59  -0.105
H -5.49 4.58 8.81  0.324



(2)
The following is a quantum chemistry calculation of C39H57B2BrCrN7O2S3 as an isolated structure at a distorted geometry, from the Open Molecules 2025 dataset.

Calculated values
energy relative to the best compared isomer or geometry (same formula, charge and spin) = 20.1 kcal per mole
lowest unoccupied orbital energy (alpha / beta) = -2.62 / -4.10 eV
HOMO-LUMO gap (alpha / beta) = 0.277 / 0.212 Eh
calculated total energy = -6916.83936 a.u.
multiplicity = 5
⟨S²⟩ = 6.0901
net charge = +1

Each line ends with the Mulliken charge.
Positions of all 112 atoms, in Å:
Cr -0.37 0.29 -0.18  0.089
C 2.00 -3.81 -2.66  -1.875
C 2.54 -2.47 -2.23  -0.446
C 3.70 -1.96 -2.69  -0.592
C 4.15 -0.68 -2.28  0.010
N 3.52 0.00 -1.37  -0.840
N 2.40 -0.55 -0.86  1.593
B 1.76 0.11 0.35  0.609
N 2.38 1.46 0.80  0.310
N 3.68 1.37 1.17  -0.134
C 4.24 2.42 1.68  0.024
C 3.50 3.62 1.90  -0.620
C 2.20 3.71 1.52  0.248
C 1.39 4.95 1.74  -1.808
C 1.62 2.56 0.90  0.421
S 0.03 2.58 0.30  -0.515
C 5.72 2.37 2.03  2.338
C 6.27 0.95 1.90  -1.064
C 6.47 3.31 1.07  -1.512
C 5.93 2.86 3.48  -1.920
N 1.82 -0.93 1.54  0.586
N 2.98 -1.63 1.53  0.029
C 3.17 -2.53 2.44  0.062
C 2.18 -2.76 3.44  -0.789
C 1.02 -2.07 3.45  0.178
C -0.06 -2.34 4.45  -1.802
C 0.82 -1.09 2.42  0.828
S -0.62 -0.21 2.25  -0.575
C 4.45 -3.35 2.41  2.441
C 5.23 -3.07 3.71  -1.547
C 5.32 -3.00 1.21  -1.676
C 4.08 -4.84 2.34  -1.689
C 1.81 -1.67 -1.32  1.886
S 0.21 -2.00 -0.82  -0.786
C 5.41 -0.06 -2.89  2.133
C 5.93 1.12 -2.06  -1.881
C 6.51 -1.13 -3.00  -1.837
C 5.03 0.44 -4.30  -1.861
H 2.64 -4.25 -3.43  0.454
H 0.99 -3.70 -3.06  0.284
H 1.94 -4.49 -1.81  0.316
H 4.29 -2.54 -3.39  0.326
H 3.97 4.46 2.39  0.375
H 1.98 5.72 2.24  0.391
H 0.51 4.72 2.35  0.356
H 1.02 5.34 0.79  0.351
H 5.96 0.49 0.96  -0.510
H 5.92 0.32 2.72  0.290
H 7.36 0.98 1.93  0.509
H 6.39 2.96 0.04  0.194
H 7.53 3.35 1.34  0.477
H 6.08 4.33 1.11  0.352
H 5.31 2.29 4.18  0.373
H 5.71 3.92 3.60  0.382
H 6.97 2.71 3.76  0.470
H 2.34 -3.54 4.18  0.383
H 0.24 -3.12 5.15  0.398
H -0.98 -2.64 3.94  0.374
H -0.31 -1.43 5.01  0.353
H 5.48 -2.01 3.79  0.209
H 6.16 -3.65 3.71  0.482
H 4.65 -3.36 4.60  0.326
H 5.54 -1.92 1.17  0.020
H 4.83 -3.27 0.27  0.197
H 6.27 -3.54 1.27  0.559
H 3.49 -5.17 3.20  0.346
H 4.99 -5.45 2.31  0.472
H 3.50 -5.05 1.43  0.289
H 6.29 0.78 -1.08  0.310
H 5.15 1.87 -1.90  0.345
H 6.76 1.59 -2.59  0.472
H 6.68 -1.62 -2.03  0.250
H 7.45 -0.66 -3.30  0.458
H 6.28 -1.90 -3.74  0.430
H 4.25 1.19 -4.23  0.351
H 4.68 -0.38 -4.93  0.347
H 5.91 0.89 -4.78  0.522
C -4.46 4.26 -1.81  -1.445
C -4.24 2.85 -1.31  0.392
C -5.24 1.89 -1.31  -0.439
C -4.96 0.59 -0.92  -0.782
C -3.66 0.31 -0.53  0.226
Br -3.21 -1.49 -0.19  -0.116
N -2.69 1.21 -0.45  0.002
C -2.99 2.46 -0.85  -0.208
H -5.52 4.46 -1.96  0.407
H -3.95 4.41 -2.77  0.282
H -4.07 5.00 -1.11  0.352
H -6.24 2.15 -1.64  0.408
H -5.71 -0.18 -0.91  0.456
H -2.20 3.19 -0.79  0.364
C -2.31 -0.60 -4.66  -2.036
C -1.36 0.54 -4.34  1.695
C -1.85 1.82 -5.00  -2.085
O -1.43 0.74 -2.91  0.235
B -0.21 0.44 -2.31  -0.483
O 0.75 0.16 -3.27  0.150
C 0.17 0.21 -4.60  1.673
C 0.42 -1.15 -5.23  -1.841
C 0.89 1.28 -5.38  -1.942
H -3.33 -0.28 -4.41  0.436
H -2.08 -1.49 -4.06  0.304
H -2.29 -0.87 -5.72  0.412
H -2.89 1.99 -4.71  0.410
H -1.81 1.75 -6.09  0.404
H -1.26 2.68 -4.68  0.337
H -0.02 -1.96 -4.64  0.239
H 1.50 -1.32 -5.29  0.352
H 0.01 -1.19 -6.25  0.464
H 0.89 2.23 -4.85  0.352
H 0.45 1.42 -6.37  0.419
H 1.93 0.97 -5.52  0.309